An isolated molecule of C2H8N in a non-equilibrium geometry, computed with wB97M-V/def2-TZVPD.

Each line ends with the Löwdin charge.
Cartesian coordinates (Å):
C 1.23647 -0.45383 0.12386  -0.146
N -0.10581 -0.14313 -0.47312  -0.203
C -1.13409 0.54353 0.33016  -0.156
H 1.95016 -0.22116 -0.67323  0.050
H 1.20405 -1.50227 0.42863  0.067
H 1.41730 0.23221 0.93604  0.074
H 0.12649 0.47530 -1.30943  0.048
H -0.46267 -1.02993 -0.90239  0.056
H -1.06783 0.28421 1.37639  0.076
H -1.05126 1.62281 0.19083  0.069
H -2.11280 0.19226 -0.02774  0.065

Results
Net charge   0
⟨S²⟩   0.751
Multiplicity   2
Orbital gap (alpha / beta)   4.80 / 14.31 eV
Energy relative to the best compared isomer or geometry (same formula, charge and spin)   109.14 kJ/mol